No. 1
Molecular formula: C5H13N3O
Method: DFT, ωB97M-V/def2-TZVPD

Element x y z (Å)
H1 -0.16856 0.94098 -1.53862
H2 -0.70619 0.06210 2.44339
H3 -2.77512 0.73764 0.26843
O1 -0.64528 1.95886 -1.12368
N1 0.80770 -0.92789 0.25654
H4 2.07780 0.32792 0.93079
H5 2.25580 -2.74767 -0.95593
C1 2.27346 -1.77935 -1.45140
H6 -1.49167 2.64214 0.58963
H7 -1.55919 -0.49898 0.07527
C2 -1.73488 0.24110 2.12019
N2 0.31025 -0.32217 -1.90096
H8 -2.09517 1.13445 2.63062
H9 2.31676 -1.91924 -2.53089
C3 -0.86409 1.83542 0.18973
H10 -2.34348 -0.60568 2.44588
C4 -1.79977 0.40767 0.62283
C5 1.05768 -0.97617 -1.06727
H11 0.44662 -0.55130 -2.87546
H12 3.17624 -1.25509 -1.12959
H13 0.05435 1.71287 0.79136
N3 1.40672 -0.41761 1.20917

Largest force on an atom ... 3.98 eV/A
LUMO ... -0.022 hartree
ΔE to the lowest compared entry with this formula, charge and spin ... 110.24 kcal per mole
Energy ... -437.6784 hartree
Orbital gap ... 7.40 eV

These are the Löwdin partial charges, in e, on atoms 1 to 8: H 0.077; H 0.038; H 0.084; O -0.199; N 0.012; H 0.092; H 0.086; C 0.000

***

No. 2
Molecular formula: C5H13N3O
Method: DFT, ωB97M-V/def2-TZVPD

Element x y z (Å)
H1 -0.31607 -0.51230 -2.47103
H2 3.75329 0.65808 0.83024
C1 2.84127 0.06262 0.85453
H3 1.14223 0.90815 -1.34532
C2 1.64761 0.98027 0.59109
C3 0.27863 -0.34628 -1.58583
H4 -0.17386 0.37398 1.56343
O1 1.69360 1.62089 -0.60136
H5 1.54875 1.71071 1.40847
H6 2.75444 -0.42640 1.82589
H7 -3.49622 -0.11493 0.82898
H8 -2.20124 0.90388 1.46459
H9 -2.12771 -1.76818 -1.47170
N1 -1.74378 -0.23068 -0.24347
N2 -2.53025 -0.86568 -1.22763
H10 -2.17060 -0.85872 1.74658
H11 1.19301 -0.92236 -1.60759
H12 -2.55094 -0.29047 -2.06429
H13 2.90510 -0.70241 0.08199
N3 0.35240 0.12947 0.73970
C4 -2.42953 -0.07182 1.02889
C5 -0.37012 -0.23782 -0.34615

Largest force on an atom ... 1.94 eV/A
LUMO ... 0.027 hartree
ΔE to the lowest compared entry with this formula, charge and spin ... 74.92 kcal per mole
Energy ... -437.7347 hartree
Orbital gap ... 8.79 eV

These are the Löwdin partial charges, in e, on atoms 1 to 8: H 0.046; H 0.077; C -0.044; H 0.104; C -0.470; C -0.034; H 0.102; O -0.120

***

No. 3
Molecular formula: C5H13N3O2
Method: DFT, ωB97M-V/def2-TZVPD

Element x y z (Å)
O1 -1.90143 2.31801 2.72730
H1 0.27728 2.96042 0.89018
C1 0.64366 -0.20015 -1.15635
O2 -0.09425 1.13710 1.75341
C2 1.58447 0.00579 -2.32710
H2 -2.37186 -2.86307 -0.92835
H3 2.37207 -0.82550 -2.34755
H4 2.24999 0.99351 -2.18074
N1 -1.49485 -3.26266 -0.57217
H5 -1.71997 -3.91096 0.13940
H6 1.00760 0.04643 -3.16251
H7 0.34171 -2.87496 1.51851
H8 -0.34789 4.19629 1.84163
C3 -0.59423 -2.28731 -0.31629
C4 0.14717 3.24662 1.89957
H9 -0.50301 0.26243 1.21284
N2 0.10060 -2.20547 0.77713
H10 -0.91220 -1.36535 -2.23252
H11 0.89023 3.27477 2.55724
N3 -0.60841 -1.05493 -1.21733
H12 0.38144 0.87734 -0.82505
H13 1.31105 -0.63177 -0.32855
C5 -0.75916 2.16342 2.27731

Largest force on an atom ... 5.92 eV/A
LUMO ... 0.023 hartree
ΔE to the lowest compared entry with this formula, charge and spin ... 82.73 kcal per mole
Energy ... -512.9635 hartree
Orbital gap ... 9.84 eV

These are the Löwdin partial charges, in e, on atoms 1 to 8: O 0.070; H 0.079; C -0.319; O 0.002; C -0.121; H 0.107; H 0.091; H 0.125

***

No. 4
Molecular formula: C5H13N3O2
Method: DFT, ωB97M-V/def2-TZVPD

Element x y z (Å)
C1 1.38575 -2.51128 -1.22134
O1 -1.21608 -0.20715 -2.44371
N1 -0.60933 2.45088 0.17456
H1 0.35015 2.27231 -0.16782
H2 0.95131 -3.30729 -1.80605
H3 1.76552 -2.92123 -0.28942
H4 -0.76117 1.83671 2.86660
C2 0.86040 0.96586 2.25525
C3 0.31265 -1.44320 -0.85439
H5 1.35457 1.77053 2.79668
C4 -1.29464 1.56293 0.94533
H6 -2.78063 0.32812 1.08554
H7 -1.17362 2.81159 -0.61133
O2 0.59303 -1.07785 -3.26582
H8 -0.61889 -1.83922 -0.47360
N2 -2.26981 0.92298 0.45092
H9 0.92948 0.09427 2.93314
H10 0.80531 -0.74273 -0.19494
N3 -0.57681 1.11279 2.15430
H11 2.26249 -2.10061 -1.77592
C5 -0.01670 -0.83195 -2.26778
H12 1.39625 0.62371 1.38220
H13 -1.64923 0.22982 -1.67239

Largest force on an atom ... 4.44 eV/A
LUMO (alpha / beta) ... -0.146 / -0.347 hartree
ΔE to the lowest compared entry with this formula, charge and spin ... 60.77 kcal per mole
Energy ... -512.6765 hartree
Orbital gap (alpha / beta) ... 9.20 / 3.72 eV
Charge ... +1
2S+1 ... 2

These are the Löwdin partial charges, in e, on atoms 1 to 8: C -0.093; O 0.073; N 0.162; H 0.134; H 0.082; H 0.067; H 0.183; C -0.001

***

No. 5
Molecular formula: C5H13N3O2P
Method: DFT, ωB97M-V/def2-TZVPD

Element x y z (Å)
C1 0.43435 -2.52595 -0.99771
N1 0.40179 0.63001 -0.53089
H1 2.69511 2.13612 0.32086
H2 -3.58681 1.07129 0.44831
C2 1.47196 0.29332 0.17628
H3 0.11982 2.61322 -0.27862
P1 -0.97399 -0.33503 -0.17002
H4 1.13090 2.26146 -1.65676
O1 -1.55049 0.51234 1.01575
C3 0.29258 -1.73460 0.35524
C4 -2.97197 0.89808 1.30506
C5 0.27540 1.93267 -1.12408
H5 -3.11064 1.86621 1.77539
H6 0.55071 -3.56194 -0.69889
N2 2.56210 1.08239 0.33398
H7 -0.20506 -2.22956 -1.77712
H8 -0.54289 1.96244 -1.77103
H9 3.27868 0.59464 0.71013
H10 1.39458 -2.27066 -1.45946
H11 -3.39339 0.15288 2.10588
N3 1.47658 -0.94473 0.66475
O2 -1.91327 -0.70895 -1.20360
H12 -0.01551 -2.42178 1.15266
H13 2.17945 -1.27385 1.30389

Largest force on an atom ... 3.59 eV/A
LUMO ... -0.104 hartree
ΔE to the lowest compared entry with this formula, charge and spin ... 1.42 kcal per mole
Energy ... -854.2321 hartree
Orbital gap ... 11.28 eV
Charge ... +1

These are the Löwdin partial charges, in e, on atoms 1 to 8: C -0.051; N -0.109; H 0.181; H 0.075; C -0.390; H 0.113; P 0.629; H 0.092

***

No. 6
Molecular formula: C5H13N4
Method: DFT, ωB97M-V/def2-TZVPD

Element x y z (Å)
N1 -0.10468 -0.65251 -2.16466
C1 -2.47265 2.63776 -0.02390
H1 0.71428 0.08608 1.59599
N2 1.10442 -0.78622 1.22740
H2 2.53820 -0.72532 2.75397
H3 0.16969 1.70784 -0.38533
H4 2.51309 -2.12583 1.71245
C2 -0.64528 0.96087 -0.43175
N3 -0.06304 -0.31728 -0.78515
H5 0.32828 0.07004 -2.76200
H6 -1.04329 -0.83377 -2.55869
C3 0.93286 -0.95133 -0.12376
C4 -1.88930 1.19649 -0.12531
N4 1.64088 -1.87462 -0.76442
H7 1.25483 -1.88283 -1.72044
H8 -1.79809 3.43181 0.28437
H9 -3.26488 2.59336 0.70547
H10 -2.97717 2.87955 -0.92221
H11 -2.65848 0.36922 -0.05466
H12 2.50068 -2.44276 -0.58215
H13 1.30849 -1.92948 2.92820
C5 1.91117 -1.41106 2.19659

Largest force on an atom ... 4.35 eV/A
LUMO ... -0.097 hartree
ΔE to the lowest compared entry with this formula, charge and spin ... 33.29 kcal per mole
Energy ... -417.0559 hartree
Orbital gap ... 11.14 eV
Charge ... +1

These are the Löwdin partial charges, in e, on atoms 1 to 8: N 0.066; C -0.058; H 0.150; N 0.035; H 0.104; H 0.141; H 0.069; C -0.126

***

Which value of ΔE to the lowest compared entry with this formula, charge and spin does entry 4 give? 60.77 kcal per mole

***

Among the records above, which one has the lowest largest force on an atom? number 2

***

The lowest largest force on an atom belongs to which entry? number 2

***

Which of these has the highest energy? C5H13N4